{
  "formula": "C6H14NO5PS",
  "method": "ωB97M-V/def2-TZVPD",
  "e_tot_ha": -1407.57198,
  "molar_mass_da": 243.221,
  "e_lumo_ev": 5.1,
  "total_charge": -2,
  "symbols": ["C", "C", "C", "C", "C", "C", "N", "O", "O", "O", "O", "O", "P", "S", "H", "H", "H", "H", "H", "H", "H", "H", "H", "H", "H", "H", "H", "H"],
  "positions_angstrom": [[-3.62929, -0.19073, 0.59316], [-2.29824, 0.18012, -0.13746], [-1.32702, 0.78230, 0.85904], [0.11299, 0.93081, 0.42466], [0.78219, -0.37018, 0.13483], [5.13425, -1.79574, -1.61369], [4.74295, -1.26142, -0.58068], [7.36469, -1.96607, -3.24980], [7.32767, -3.28274, -1.06875], [7.53489, -0.59489, -1.07025], [0.02733, -0.32722, -2.55222], [-0.52316, -2.38702, -1.28306], [6.99255, -2.02528, -1.82525], [0.50640, -1.40864, -1.65448], [-4.53686, -0.22890, -0.12469], [-3.97385, 0.56279, 1.34465], [-3.54766, -1.18160, 1.06292], [-1.94065, -0.82913, -0.69869], [-2.72769, 1.02312, -0.67378], [-1.52655, 1.83697, 1.22791], [-1.25005, 0.21730, 1.74650], [0.57123, 1.49369, 1.32744], [0.18918, 1.51498, -0.43624], [1.82755, 0.03617, 0.20363], [0.55658, -1.06865, 0.90107], [4.51408, -2.26219, -2.41455], [7.02771, -0.45345, -0.28574], [3.78291, -1.16655, -0.53047]],
  "atomic_forces_ev_per_a": [[-1.37, -0.32, -0.38], [-1.62, -1.21, 0.55], [0.61, 1.61, -0.30], [-0.75, -0.32, 1.79], [1.56, 0.77, -1.14], [2.38, -1.79, -2.63], [1.12, 1.53, 2.14], [0.21, 0.61, -0.94], [-0.03, 0.87, 0.26], [0.34, -1.38, -1.47], [-0.30, 0.07, -0.07], [-1.15, -0.62, 0.32], [-0.37, -0.32, 1.07], [1.67, 1.64, 1.02], [1.50, -0.20, 0.78], [0.62, -0.46, -0.28], [-0.18, 0.29, 0.13], [-0.47, 2.90, 0.91], [0.97, -0.18, -1.47], [-0.97, -1.00, -0.57], [-0.31, -1.06, 1.25], [-0.04, -0.76, -1.44], [0.12, 1.41, -1.46], [-0.12, -1.57, -0.39], [0.11, -0.99, 0.77], [-0.04, 0.45, 0.44], [-0.74, -0.02, 0.88], [-2.77, 0.02, 0.22]],
  "lowdin_charge": [-0.167, -0.245, -0.281, -0.333, -0.295, -0.282, 0.046, -0.401, -0.421, -0.239, -0.591, -0.602, 0.227, 0.625, 0.073, 0.057, 0.054, 0.130, 0.090, 0.116, 0.081, 0.122, 0.075, 0.064, 0.042, 0.086, -0.009, -0.022]
}


{
  "formula": "C6H14NOP",
  "method": "ωB97M-V/def2-TZVPD",
  "e_tot_ha": -708.27472,
  "molar_mass_da": 147.158,
  "e_lumo_ev": 0.5,
  "de_lowest_kj_mol": 171.6,
  "symbols": ["C", "C", "C", "C", "C", "C", "N", "O", "P", "H", "H", "H", "H", "H", "H", "H", "H", "H", "H", "H", "H", "H", "H"],
  "positions_angstrom": [[-1.98642, 1.90893, 0.44698], [-1.72815, 0.66070, 1.32337], [-1.20816, 1.66203, -0.83893], [2.49081, -0.89423, -1.25987], [1.53505, -1.74008, 0.84612], [1.88588, -0.55440, 0.04349], [-1.63655, -0.49013, 0.41582], [-0.64000, -0.94806, -2.04601], [-0.61225, -0.11376, -0.86125], [-3.11337, 1.80987, 0.17456], [-1.78848, 2.81464, 0.97421], [-0.85301, 0.62327, 1.86893], [-2.69193, 0.53714, 1.94774], [-1.93305, 1.80915, -1.68132], [-0.50636, 2.44567, -0.91986], [1.94968, -1.75120, -1.76630], [2.48085, 0.02865, -1.79221], [3.53577, -1.16222, -1.12003], [0.87565, -1.37593, 1.57933], [2.42098, -2.16184, 1.35303], [0.94385, -2.15932, 0.03776], [1.89324, 0.45752, 0.39749], [-1.31405, -1.40637, 0.87693]],
  "atomic_forces_ev_per_a": [[-1.98, -2.68, -0.50], [-3.76, -0.65, -0.17], [-1.48, 0.13, -1.12], [-0.08, -0.22, -0.01], [0.31, 1.40, -0.09], [-2.80, 0.84, -1.54], [0.44, -2.11, 0.32], [-0.46, -0.98, -1.74], [2.43, 1.72, 2.51], [1.84, 0.60, 0.66], [0.15, 0.65, 0.16], [1.71, 0.84, 1.77], [1.88, -0.02, -0.39], [0.87, -0.34, 0.33], [1.41, 0.39, -0.50], [0.57, 1.19, 0.36], [0.05, 0.31, -1.27], [0.31, -0.31, -0.03], [-0.99, -0.06, 1.43], [-0.51, -0.69, -0.68], [0.26, -2.09, 0.71], [0.77, 0.18, 0.48], [-0.93, 1.90, -0.71]],
  "lowdin_charge": [-0.229, -0.279, -0.260, -0.163, -0.148, -0.288, -0.189, -0.361, 0.710, 0.136, 0.093, 0.068, 0.136, 0.098, 0.057, 0.100, 0.061, 0.076, 0.033, 0.100, 0.062, 0.068, 0.119]
}


{
  "formula": "C6H14NS",
  "method": "ωB97M-V/def2-TZVPD",
  "e_tot_ha": -689.94480,
  "molar_mass_da": 132.252,
  "e_lumo_ev": 3.1,
  "total_charge": -1,
  "de_lowest_kj_mol": 80.2,
  "smiles": "CCN(C)CCC[S-]",
  "symbols": ["C", "C", "N", "C", "C", "C", "C", "S", "H", "H", "H", "H", "H", "H", "H", "H", "H", "H", "H", "H", "H", "H"],
  "positions_angstrom": [[2.52583, 0.02847, -1.71056], [1.29864, -0.66953, -1.12674], [0.17811, 0.16460, -0.65604], [0.53742, 1.57139, -0.47741], [-0.34947, -0.36638, 0.62242], [-1.80432, 0.04144, 0.88629], [-2.53159, -0.93949, 1.79218], [-3.90129, -0.18863, 2.78649], [3.13908, 0.54344, -0.96795], [3.17251, -0.75052, -2.13378], [2.24879, 0.68975, -2.52950], [0.93046, -1.34600, -1.89991], [1.66084, -1.31604, -0.32087], [-0.35270, 2.18012, -0.60440], [0.93413, 1.77423, 0.53047], [1.24487, 1.92500, -1.22005], [0.27587, 0.02939, 1.43177], [-0.23550, -1.45245, 0.65412], [-2.30228, 0.09065, -0.08579], [-1.83488, 1.04461, 1.30770], [-1.84023, -1.33501, 2.53593], [-2.99429, -1.71902, 1.18561]],
  "atomic_forces_ev_per_a": [[0.11, -0.50, -0.15], [0.24, -0.07, 0.03], [0.89, 0.00, 0.26], [-0.51, -0.04, 0.05], [-0.34, 0.36, -0.31], [0.33, -0.13, -0.46], [-0.81, 0.68, 0.70], [0.13, 0.02, -0.24], [-0.26, 0.22, -0.06], [-0.10, 0.07, 0.00], [0.14, 0.16, 0.01], [-0.17, -0.10, -0.03], [0.00, -0.01, 0.15], [-0.22, 0.12, 0.16], [0.13, 0.03, -0.08], [0.04, -0.08, -0.03], [0.17, -0.12, 0.26], [-0.19, -0.01, -0.29], [-0.10, 0.05, 0.02], [-0.07, 0.05, 0.15], [0.19, -0.39, -0.21], [0.41, -0.31, 0.05]],
  "lowdin_charge": [-0.126, -0.269, -0.206, -0.115, -0.238, -0.315, -0.791, 0.004, 0.071, 0.067, 0.064, 0.103, 0.099, 0.079, 0.085, 0.054, 0.108, 0.107, 0.101, 0.071, 0.020, 0.025]
}


{
  "formula": "C6H14NS",
  "method": "ωB97M-V/def2-TZVPD",
  "e_tot_ha": -689.85108,
  "molar_mass_da": 132.252,
  "e_lumo_ev": [1.1, -1.8],
  "de_lowest_kj_mol": 68.5,
  "multiplicity": 2,
  "s_squared": 0.75,
  "symbols": ["C", "N", "C", "C", "S", "C", "C", "C", "H", "H", "H", "H", "H", "H", "H", "H", "H", "H", "H", "H", "H", "H"],
  "positions_angstrom": [[1.00888, 1.13747, 0.25617], [0.77704, 0.27926, 1.45087], [1.22588, -1.08906, 1.28107], [0.31139, -2.09581, 2.07313], [-0.92728, -2.57530, 0.87096], [-0.25132, 1.60535, -0.50223], [-1.64296, 0.06654, -2.00315], [-0.49042, 1.06794, -1.89965], [1.41285, 2.03734, 0.71857], [1.81542, 0.67160, -0.30523], [-0.18452, 0.35630, 1.75256], [1.29009, -1.52524, 0.27647], [2.22328, -1.14094, 1.72453], [1.00147, -2.82709, 2.48797], [-0.25282, -1.59695, 2.85731], [-1.14821, 1.48758, 0.11303], [-0.11725, 2.69047, -0.49229], [-1.55953, -0.81652, -2.63223], [-2.65718, 0.47271, -2.05304], [-1.72212, -0.41008, -1.01521], [-0.42774, 1.78081, -2.72410], [0.31507, 0.42364, -2.23552]],
  "atomic_forces_ev_per_a": [[-0.35, 0.29, 1.91], [0.00, -0.21, -1.34], [-0.61, -0.45, 1.64], [0.48, 0.95, -0.62], [0.10, -0.53, 0.17], [0.49, 0.81, 0.01], [-1.25, -0.23, 1.79], [0.35, -1.48, -1.38], [0.39, 0.21, -0.39], [-0.24, 0.09, -0.50], [-0.06, -0.28, -0.16], [0.02, 0.66, -0.36], [0.14, -0.30, -0.13], [-0.60, -0.62, -0.08], [0.38, 0.16, 0.32], [0.10, -0.36, 0.07], [-0.23, 0.05, -0.56], [0.29, 0.47, -0.69], [0.13, 0.33, -0.62], [0.30, -0.03, 0.04], [-0.70, 0.52, 0.35], [0.89, -0.06, 0.53]],
  "lowdin_charge": [-0.203, -0.082, -0.345, -0.613, 0.651, -0.192, -0.123, -0.257, 0.096, 0.112, 0.089, 0.084, 0.108, 0.063, 0.053, 0.109, 0.100, 0.068, 0.070, 0.020, 0.102, 0.091]
}


{
  "formula": "C6H14NS",
  "method": "ωB97M-V/def2-TZVPD",
  "e_tot_ha": -689.71449,
  "molar_mass_da": 132.252,
  "e_lumo_ev": -2.9,
  "total_charge": 1,
  "de_lowest_kj_mol": 0.0,
  "smiles": "C[N@@H+]1CCSC1(C)C",
  "symbols": ["C", "N", "C", "C", "S", "C", "C", "C", "H", "H", "H", "H", "H", "H", "H", "H", "H", "H", "H", "H", "H", "H"],
  "positions_angstrom": [[-1.55652, 0.94473, 0.61823], [-0.74589, -0.20752, 0.22138], [-0.29458, -1.04413, 1.34246], [0.58108, -2.13447, 0.76127], [1.62456, -1.34619, -0.52861], [0.59698, 0.18369, -0.66983], [1.30153, 1.35373, -0.03832], [0.13082, 0.40419, -2.08592], [-1.70951, 1.61113, -0.22920], [-2.53462, 0.60388, 0.96765], [-1.06812, 1.49331, 1.42284], [-1.28430, -0.79004, -0.42701], [-1.15467, -1.47150, 1.86414], [0.26233, -0.41874, 2.04159], [1.24109, -2.57616, 1.50378], [-0.00602, -2.92254, 0.28942], [1.60199, 1.13262, 0.98071], [0.70605, 2.26093, -0.06443], [2.21429, 1.53529, -0.60231], [-0.26049, -0.51170, -2.52289], [0.97680, 0.71409, -2.69335], [-0.62279, 1.18541, -2.15159]],
  "atomic_forces_ev_per_a": [[-0.59, 0.58, 0.23], [1.49, 0.21, -1.30], [0.24, -0.62, 0.52], [0.22, 0.08, -0.43], [-0.38, 0.18, 0.17], [-0.88, -0.87, 0.81], [-0.09, 0.04, 0.05], [-0.08, -0.01, -0.04], [0.05, -0.09, 0.01], [0.18, -0.03, -0.03], [0.05, -0.13, -0.09], [0.05, 0.07, 0.11], [-0.01, 0.16, -0.07], [-0.08, 0.06, -0.12], [-0.11, 0.03, 0.07], [-0.03, 0.00, 0.13], [0.02, 0.04, 0.14], [-0.08, 0.17, -0.06], [0.04, -0.01, -0.05], [-0.05, -0.07, -0.01], [0.09, 0.03, -0.05], [-0.03, 0.18, 0.00]],
  "lowdin_charge": [0.001, -0.121, -0.189, -0.395, 0.980, -0.678, -0.077, -0.072, 0.106, 0.119, 0.114, 0.180, 0.149, 0.137, 0.091, 0.084, 0.088, 0.093, 0.105, 0.090, 0.105, 0.090]
}


| no. | F_max (eV/A) |
| --- | --- |
| 1 | 4.0 |
| 2 | 3.9 |
| 3 | 1.3 |
| 4 | 2.2 |
| 5 | 2.0 |